# 1
Below is C24H18AsS3W as an isolated structure, with properties calculated with wB97M-V/def2-TZVPD.

Values from the calculation:
charge = +1
orbital gap (spin up / spin down) = 0.2419 / 0.2419 Ha
HOMO energy (spin up / spin down) = -10.92 / -10.91 eV

Element x y z (Å)
C: -3.810 -5.147 -1.130
H: -2.098 4.484 -3.115
S: -0.035 -3.519 0.805
C: 2.985 -0.026 -0.837
C: -1.487 5.308 -1.230
C: -0.227 3.855 0.212
C: 3.132 2.392 -0.876
H: -2.485 -0.625 2.993
H: 1.674 -1.310 3.754
C: 1.257 0.059 2.173
H: 4.828 -1.076 -1.164
C: -2.235 -3.368 -0.814
H: 2.644 3.357 -0.807
H: -1.877 0.814 1.068
H: -1.062 2.281 -2.688
H: 2.302 0.216 1.934
H: -1.946 6.269 -1.417
C: -1.573 4.306 -2.187
C: 4.355 -0.107 -1.077
H: -3.428 -6.942 -0.018
C: 5.097 1.055 -1.216
H: -0.756 5.870 0.709
S: -1.687 -1.714 -1.154
H: 6.158 0.985 -1.413
C: -0.454 -1.009 3.543
H: -3.928 -3.241 -2.123
C: -1.093 0.347 1.650
C: 4.492 2.304 -1.119
H: 5.081 3.203 -1.236
C: -1.441 -0.448 2.775
W: 0.009 -1.308 0.278
H: -4.700 -5.535 -1.605
H: -1.374 -6.061 1.047
C: -1.522 -4.155 0.077
C: -0.990 3.070 -1.950
C: -1.945 -5.447 0.362
C: 0.263 0.691 1.397
H: 0.296 3.676 1.143
C: -0.818 5.085 -0.033
C: -3.094 -5.937 -0.240
C: -3.381 -3.861 -1.423
C: 2.389 1.227 -0.725
C: 0.896 -0.805 3.197
S: 2.101 -1.567 -0.671
As: 0.508 1.153 -0.468
C: -0.316 2.855 -0.752
H: -0.704 -1.654 4.373

Taken from the Mulliken analysis, the atomic charges in e are:
1. C -0.56
2. H 0.41
3. S -0.25
4. C 0.38
5. C -0.40
6. C 0.09
7. C -0.46
8. H 0.44
9. H 0.46
10. C -0.03
11. H 0.46
12. C 0.58
13. H 0.46
14. H 0.54
15. H 0.39
16. H 0.51
17. H 0.41
18. C -0.70
19. C -0.70
20. H 0.38
21. C -0.59
22. H 0.41
23. S -0.32
24. H 0.39
25. C -0.48
26. H 0.41
27. C -0.55
28. C -0.68
29. H 0.40
30. C -0.52
31. W 0.71
32. H 0.38
33. H 0.42
34. C 0.40
35. C -0.54
36. C -0.55
37. C -0.09
38. H 0.44
39. C -0.71
40. C -0.55
41. C -0.64
42. C 0.34
43. C -0.53
44. S -0.20
45. As 0.82
46. C -0.01
47. H 0.43

***

# 2
Below is C31H20Cl2N2O3PS5V as an isolated structure, with properties calculated with wB97M-V/def2-TZVPD.

Values from the calculation:
charge = -2
multiplicity = 3
energy relative to the best compared isomer or geometry (same formula, charge and spin) = 24.10 kJ/mol
orbital gap (spin up / spin down) = 0.1581 / 0.1950 Ha
HOMO energy (spin up / spin down) = -0.39 / -1.40 eV

Element x y z (Å)
H: -0.431 4.752 2.537
V: -1.747 -0.649 -0.660
H: 4.663 -2.900 1.866
H: 1.337 0.062 2.162
C: 1.845 0.854 0.226
H: 4.749 -0.568 -3.785
C: -5.344 -1.092 -0.517
H: -3.380 0.105 -2.711
N: -1.698 -0.158 1.480
C: 2.298 1.962 2.334
C: 3.278 -4.261 0.955
C: -0.771 3.284 1.018
H: 0.909 -0.164 -5.636
Cl: -0.760 3.480 5.030
S: -6.823 1.079 -0.487
C: 1.928 -1.969 0.070
H: 3.798 -5.149 1.299
N: -1.557 -0.402 -2.696
P: 1.024 -0.527 -0.630
S: -6.956 -1.752 -0.349
H: 1.740 -5.357 -0.069
C: -1.283 1.527 3.167
C: -7.847 -0.286 -0.332
C: 2.404 1.936 -0.442
C: 1.457 -3.246 -0.250
C: 1.504 -0.282 -4.738
O: -1.082 1.451 -0.473
H: 3.329 3.862 -0.268
H: -2.163 -1.459 4.518
H: 2.434 1.939 -1.524
O: -2.785 -0.280 -3.387
C: -0.691 3.720 2.344
C: -0.583 -0.309 -3.586
H: 0.555 -3.345 -0.838
C: 2.861 -0.344 -4.856
C: 3.671 -0.506 -3.706
C: 0.823 -0.372 -3.478
C: -1.924 -0.709 3.776
H: 3.483 -0.893 1.088
C: -1.579 0.564 4.149
C: -5.281 0.256 -0.585
C: -1.061 1.960 0.691
C: 3.057 -0.580 -2.478
C: -1.355 1.104 1.823
H: -0.935 -0.157 -4.600
H: -1.537 0.837 5.196
C: 2.124 -4.377 0.188
Cl: -0.481 4.439 -0.249
C: 3.760 -3.004 1.276
C: 1.664 -0.503 -2.312
S: -9.511 -0.205 -0.193
C: 2.862 3.034 1.653
C: -0.921 2.873 3.396
S: -3.961 -2.126 -0.574
S: -3.804 1.149 -0.756
H: 3.244 3.887 2.202
H: 3.313 -0.272 -5.839
C: -1.979 -1.039 2.412
H: 3.674 -0.694 -1.594
C: 2.910 3.019 0.268
H: -2.266 -2.023 2.062
O: -1.312 -2.173 -0.461
C: 1.790 0.888 1.624
H: 2.230 1.976 3.415
C: 3.090 -1.868 0.834

Taken from the Mulliken analysis, the atomic charges in e are:
1. H 0.45
2. V 0.38
3. H 0.40
4. H 0.60
5. C 0.34
6. H 0.39
7. C 0.14
8. H 0.25
9. N 0.73
10. C -1.03
11. C -0.44
12. C 0.48
13. H 0.28
14. Cl -0.34
15. S -0.15
16. C 0.60
17. H 0.35
18. N 0.69
19. P 1.91
20. S -0.14
21. H 0.39
22. C 0.06
23. C 0.12
24. C -0.79
25. C -0.67
26. C -1.31
27. O -0.87
28. H 0.37
29. H 0.41
30. H 0.39
31. O -0.60
32. C -0.61
33. C -0.81
34. H 0.37
35. C -0.58
36. C -0.90
37. C 0.76
38. C -1.07
39. H 0.33
40. C -0.94
41. C 0.05
42. C 0.32
43. C -0.18
44. C -0.29
45. H 0.16
46. H 0.41
47. C -0.74
48. Cl -0.29
49. C -0.80
50. C 0.18
51. S -0.40
52. C -0.49
53. C 0.83
54. S -0.40
55. S -0.38
56. H 0.38
57. H 0.36
58. C -0.34
59. H 0.29
60. C -0.84
61. H 0.48
62. O -0.62
63. C -0.12
64. H 0.39
65. C 0.10

***

# 3
Below is an isolated ion of composition C3H10N4OP and charge +1 in a non-equilibrium geometry, with properties calculated with wB97M-V/def2-TZVPD.

Values from the calculation:
charge = +1
energy relative to the best compared isomer or geometry (same formula, charge and spin) = 4.46 kJ/mol
orbital gap = 0.2813 Ha
HOMO energy = -13.17 eV
SMILES string = C=CN/C(N)=[NH+]/P(N)O

Element x y z (Å)
C: -2.152 -1.943 -0.314
H: -2.946 -1.409 0.398
O: 1.644 1.697 -2.062
H: -1.103 3.051 0.012
H: -2.420 -2.087 -1.445
P: 0.894 2.050 -0.497
H: -0.942 -1.092 1.922
N: -0.196 -1.588 1.353
H: -0.964 2.843 -1.703
N: 2.162 -0.353 1.158
C: 0.678 -0.417 0.864
H: 2.344 -0.174 2.181
N: 0.068 0.608 0.180
H: -0.973 0.537 0.035
H: 2.645 1.787 -1.933
H: 2.684 -1.195 0.859
N: -0.473 3.202 -0.832
C: -0.792 -2.332 0.173
H: -0.158 -3.185 -0.350

Taken from the Mulliken analysis, the atomic charges in e are:
1. C -0.65
2. H 0.29
3. O -0.50
4. H 0.30
5. H 0.26
6. P 0.32
7. H 0.39
8. N -0.39
9. H 0.30
10. N -0.46
11. C 0.26
12. H 0.30
13. N -0.12
14. H 0.37
15. H 0.38
16. H 0.31
17. N -0.63
18. C -0.05
19. H 0.32

***

# 4
Below is an isolated ion of composition C6H11N and charge -1 in a non-equilibrium geometry, with properties calculated with wB97M-V/def2-TZVPD.

Values from the calculation:
charge = -1
multiplicity = 2
energy relative to the best compared isomer or geometry (same formula, charge and spin) = 126.51 kJ/mol
orbital gap (spin up / spin down) = 0.0988 / 0.2718 Ha
HOMO energy (spin up / spin down) = 1.27 / -3.56 eV

Element x y z (Å)
C: -0.411 1.369 1.048
H: -1.847 0.280 0.189
C: -0.018 -0.873 -0.055
H: 1.561 -2.316 0.098
H: 1.305 -1.457 1.529
C: 0.181 -0.636 -1.369
H: -0.939 3.201 1.995
H: 2.183 -0.813 -1.571
C: -1.141 2.682 1.060
H: -0.879 3.297 0.197
H: -2.217 2.517 0.968
H: 0.663 1.502 1.117
N: 1.318 -1.004 -2.062
C: -0.848 0.174 0.631
H: 0.107 -2.741 1.069
H: -0.567 -0.032 -1.867
H: 1.324 -0.765 -3.048
C: 0.744 -1.927 0.710

Taken from the Mulliken analysis, the atomic charges in e are:
1. C 0.12
2. H 0.21
3. C 2.59
4. H 0.49
5. H 0.23
6. C -3.82
7. H 0.31
8. H 0.70
9. C -1.34
10. H 0.28
11. H 0.41
12. H 0.60
13. N -0.57
14. C -1.06
15. H 0.48
16. H 0.22
17. H 1.14
18. C -2.01

***

Which formula does entry 3 have? C3H10N4OP